No. 1
A molecular structure, C32H39As2MnNOP2S4Si, computed with ωB97M-V/def2-TZVPD.

Geometry as XYZ:
```
83
Properties=species:S:1:pos:R:3:forces:R:3
Mn 1.31648 1.07002 -0.08869 0.31 0.06 -0.81
N -1.36592 -0.86757 1.34495 0.44 -0.31 -0.15
P -0.51431 -0.36666 -0.03275 -0.31 0.12 0.01
C -1.92503 -0.09257 -1.16119 -0.01 -0.11 -0.03
C -2.37557 1.20279 -1.38518 0.02 0.14 0.03
C -3.51580 1.43064 -2.14043 0.00 0.00 -0.05
C -4.20645 0.36533 -2.70061 0.01 0.01 0.00
C -3.75931 -0.93144 -2.49111 0.00 0.01 0.01
C -2.62871 -1.15645 -1.71934 -0.02 -0.03 0.00
C 0.23923 -1.88463 -0.71787 0.03 0.00 0.09
C 0.56151 -1.97130 -2.07141 -0.01 -0.01 -0.11
C 1.22641 -3.08458 -2.56093 0.00 -0.04 0.05
C 1.57943 -4.12157 -1.70504 0.00 0.02 -0.02
C 1.26910 -4.03624 -0.35643 -0.01 0.02 0.02
C 0.60766 -2.91883 0.13629 0.02 -0.03 0.05
P -0.84378 -0.60955 3.00426 -0.19 -0.04 0.08
C -2.03456 -1.82790 3.72011 -0.04 -0.05 0.02
C -3.39970 -1.83185 3.42663 0.04 0.04 -0.04
C -4.24230 -2.77093 3.99378 0.02 -0.07 0.05
C -3.73155 -3.71951 4.87592 -0.06 0.03 -0.03
C -2.38163 -3.72218 5.18060 0.04 0.00 0.00
C -1.53684 -2.78064 4.60121 0.04 -0.01 0.01
C -1.78275 0.91326 3.38664 0.06 0.04 0.04
C -1.52565 1.49752 4.62463 0.02 0.03 0.03
C -2.13167 2.69237 4.97244 -0.09 0.07 0.00
C -2.99255 3.32364 4.08337 0.04 -0.05 0.01
C -3.24202 2.75143 2.84403 0.01 0.01 0.04
C -2.63709 1.55093 2.49696 -0.17 -0.05 -0.13
H -1.78060 -1.78753 1.22987 -0.21 0.17 -0.02
H -1.82711 2.04552 -0.97922 0.04 -0.06 0.01
H -3.85466 2.44519 -2.30558 -0.01 0.02 -0.01
H -5.08628 0.54554 -3.30513 -0.02 0.00 0.00
H -4.29116 -1.76889 -2.92501 0.00 0.00 -0.01
H -2.28981 -2.17322 -1.55680 0.02 0.00 -0.01
H 0.31016 -1.15668 -2.74015 -0.01 0.03 0.05
H 1.47304 -3.13714 -3.61344 0.01 -0.01 -0.03
H 2.10079 -4.99008 -2.08701 0.01 -0.01 -0.02
H 1.55021 -4.83184 0.32147 0.01 -0.02 0.00
H 0.40549 -2.83851 1.19821 -0.01 0.00 -0.01
H -3.79837 -1.08241 2.75288 -0.02 0.03 0.00
H -5.29938 -2.76156 3.76032 -0.02 0.00 -0.01
H -4.39126 -4.45000 5.32680 -0.01 -0.01 0.01
H -1.98243 -4.45524 5.86988 0.01 -0.01 0.01
H -0.47900 -2.77249 4.83821 0.02 0.00 0.01
H -0.81112 1.04029 5.30233 -0.01 -0.01 -0.01
H -1.89864 3.14935 5.92466 0.01 0.01 0.01
H -3.44717 4.26929 4.34838 -0.02 0.03 0.00
H -3.90140 3.24404 2.14006 -0.02 0.01 -0.02
H -2.83814 1.10307 1.52796 0.05 0.06 0.07
S 1.37840 3.75008 5.10778 -0.12 0.08 0.06
As 2.19662 1.93447 4.49571 0.38 0.10 -0.10
S 1.43029 1.69821 2.29739 0.06 -0.29 0.50
S 2.25809 -0.14800 1.73110 -0.06 0.13 0.22
S 1.94073 0.12242 5.49859 -0.08 -0.09 0.11
C 5.23998 1.19895 1.86831 -0.10 0.03 0.16
As 4.47267 0.92616 0.13047 -0.31 0.55 -0.44
C 4.50839 -0.88637 -0.50438 -0.11 -0.14 -0.01
C 5.87146 1.70107 -0.96148 0.07 0.04 -0.05
O 3.15271 1.83675 -0.41087 0.19 -0.47 0.27
H 6.32320 1.12702 1.77290 0.02 0.01 0.03
H 4.83795 0.48915 2.58563 0.04 0.04 -0.02
H 4.95820 2.21139 2.16306 0.01 -0.06 0.05
H 5.54244 -1.19036 -0.66262 0.02 -0.01 0.00
H 3.97998 -0.86447 -1.46041 0.02 -0.04 0.05
H 4.00209 -1.56603 0.17549 0.03 0.02 -0.01
H 6.80066 1.14134 -0.84448 0.02 0.04 -0.02
H 6.02422 2.73542 -0.65351 0.00 -0.03 -0.01
H 5.55302 1.68963 -2.00280 0.00 -0.02 0.02
C 1.53357 0.26504 -5.79561 0.05 -0.07 -0.05
Si 0.53243 1.63140 -4.99541 -0.03 -0.01 0.03
C 1.12365 3.27826 -5.64217 0.05 0.10 -0.07
C -1.26363 1.40783 -5.45780 -0.11 -0.03 -0.03
C 0.74007 1.53029 -3.20839 0.04 -0.11 0.23
C 0.92491 1.37566 -2.00590 -0.11 0.19 -0.08
H 1.68742 0.44001 -6.86263 -0.01 0.00 -0.03
H 1.02947 -0.69673 -5.68254 0.00 -0.04 0.03
H 2.50845 0.19013 -5.31272 0.06 0.00 -0.02
H 0.94103 3.35712 -6.71658 0.02 0.04 -0.03
H 2.19248 3.40071 -5.46194 0.03 0.01 0.00
H 0.60868 4.09964 -5.14279 -0.03 0.03 0.01
H -1.43036 1.57307 -6.52474 -0.02 -0.02 -0.03
H -1.89195 2.10163 -4.89909 -0.04 0.06 0.01
H -1.59707 0.39889 -5.20707 -0.03 -0.03 0.01
```
Positions in Å, forces in eV/Å.

Summary:
- Molar mass: 876.75 g mol⁻¹
- E: -260151.0992 eV
- HOMO energy (alpha / beta): -3.82 / -4.46 eV
- Energy relative to the best compared isomer or geometry (same formula, charge and spin): 0.00 kcal per mole
- Multiplicity: 5
- Kohn-Sham gap (alpha / beta): 6.173 / 6.196 eV
- Expectation value of S²: 6.05
- Total charge: -1

Löwdin population analysis, charges in e, atoms 1 to 2: Mn 0.0712; N -0.3793

=====

No. 2
2 unconnected molecules or ions with the total composition C5H10O at a distorted geometry, computed with ωB97M-V/def2-TZVPD.

Geometry as XYZ:
```
16
Properties=species:S:1:pos:R:3:forces:R:3
C 1.34367 -1.55623 0.13137 -2.49 -0.06 -0.37
C 0.76224 -0.34431 0.23829 0.42 -1.00 1.02
C -0.09152 -0.01648 1.39588 0.23 0.45 -1.28
C -0.58652 1.21271 1.54614 1.18 -0.54 0.94
C -1.44437 1.64219 2.68573 -1.01 0.79 -0.06
H 1.46258 -2.02044 -0.84624 1.15 0.37 0.14
H 1.00618 -2.25469 0.90055 0.60 -0.07 -0.01
H 0.86787 0.41394 -0.50504 0.05 0.38 -0.58
H -0.40173 -0.87198 1.96417 -0.15 -0.14 0.58
H -0.10470 1.95751 0.92414 -0.44 0.29 -0.18
H -1.03097 1.55637 3.68764 0.44 -0.38 -0.06
H -1.68050 2.70574 2.59858 -0.12 -0.06 -0.11
H -2.40445 1.11465 2.69667 0.13 -0.01 -0.03
O 0.38834 -1.27147 -5.86889 0.41 -0.20 -0.09
H 0.73671 -0.48824 -5.43153 -0.03 0.00 0.00
H 1.17717 -1.77929 -6.11746 -0.37 0.21 0.10
```
Positions in Å, forces in eV/Å.

Summary:
- Molar mass: 86.13 g mol⁻¹
- E: -7392.7984 eV
- HOMO energy: -8.64 eV
- Energy relative to the best compared isomer or geometry (same formula, charge and spin): 45.36 kcal per mole
- Multiplicity: 1
- Kohn-Sham gap: 9.452 eV
- SMILES: C=C/C=C/C.O

Löwdin population analysis, charges in e, atoms 1 to 2: C -0.0126; C -0.1889

=====

No. 3
4 unconnected molecules or ions with the total composition C17H28BF3NO11PS at a distorted geometry, computed with ωB97M-V/def2-TZVPD.

Geometry as XYZ:
```
63
Properties=species:S:1:pos:R:3:forces:R:3
C 5.37115 -0.12390 2.26805 -0.19 0.15 -0.46
C 4.70568 -0.65055 0.98149 0.23 0.30 0.35
S 3.27772 -1.69668 1.34368 0.01 -0.15 0.00
C 2.28272 -1.52762 -0.18511 -0.27 -0.03 1.13
P 0.63151 -0.69785 -0.00052 0.32 0.15 -1.70
C -0.36896 -1.96654 0.88636 -0.27 0.58 0.01
C -1.57723 -1.27478 1.42509 -0.47 -1.67 0.44
C -2.14907 -1.88812 2.67186 0.91 3.16 1.71
O -1.37391 -0.54720 2.56248 0.04 0.77 0.13
B 0.79351 0.87819 1.14740 -0.03 -0.17 0.29
O 1.54511 0.95968 2.30134 -0.97 0.22 0.15
N 0.03652 2.03279 0.69779 0.80 0.14 0.77
C 0.80406 2.90892 -0.18989 -0.53 0.02 -0.52
C -0.46031 2.83834 1.82536 -0.26 0.06 -0.43
H 5.02135 -0.63522 3.15989 0.16 -0.15 0.09
H 5.14584 0.93397 2.38308 -0.09 0.04 0.17
H 6.44858 -0.20959 2.15621 0.10 -0.11 0.27
H 5.44124 -1.19895 0.40358 -0.10 -0.11 -0.18
H 4.38381 0.20977 0.40050 -0.15 -0.07 -0.21
H 2.86998 -1.01596 -0.93796 0.04 -0.06 -0.14
H 2.05515 -2.54276 -0.49923 0.09 -0.03 -0.39
H 0.11980 -2.44209 1.73436 0.23 -0.21 -0.12
H -0.77564 -2.68280 0.17313 0.52 -0.29 -0.13
H -2.29493 -0.89572 0.70629 0.00 0.21 -0.16
H -3.03768 -1.47521 3.14046 -0.81 -0.93 -0.66
H -1.50650 -2.29794 3.44233 -0.13 -1.46 -0.64
H 1.20815 0.31220 2.93192 0.67 -0.39 0.04
H 0.16361 3.73395 -0.50444 -0.02 0.06 -0.08
H 1.12821 2.39217 -1.09251 0.02 -0.19 0.01
H 1.67500 3.34822 0.30886 0.08 -0.04 0.07
H 0.29799 3.51538 2.22356 0.06 0.03 0.12
H -0.83869 2.20931 2.62740 0.09 -0.13 0.03
H -1.30576 3.41231 1.44872 0.01 0.23 0.09
O -4.84111 3.60514 0.02147 -0.09 0.13 -0.05
C -4.73214 2.67058 0.73455 0.06 0.05 0.08
O -3.73553 2.48946 1.63377 -0.22 -0.10 -0.05
C -4.02669 1.31302 2.39352 0.34 -0.09 0.22
C -4.94152 0.56139 1.45781 -0.24 0.15 0.16
F -5.86947 -0.17406 2.12836 -0.02 0.01 -0.07
O -5.59186 1.60424 0.75716 0.30 -0.14 -0.15
H -4.53200 1.59074 3.32016 -0.19 -0.05 -0.07
H -3.11269 0.76988 2.62928 0.10 0.20 -0.16
H -4.42542 -0.08300 0.74457 -0.07 -0.09 0.04
O 7.09006 -0.79329 -1.59903 0.06 -0.09 0.10
C 6.33581 -0.44203 -2.43718 0.03 -0.13 0.00
O 6.68071 -0.13929 -3.71198 -0.19 0.05 0.03
C 5.48007 0.10862 -4.44965 0.13 0.12 -0.23
C 4.51156 0.48167 -3.35186 -0.22 -0.32 -0.03
F 3.24633 0.09398 -3.63928 0.03 0.01 0.08
O 4.98984 -0.27502 -2.25278 0.25 0.36 -0.19
H 5.17126 -0.80190 -4.96445 -0.13 -0.02 0.09
H 5.62912 0.90104 -5.17797 0.18 0.03 0.09
H 4.50980 1.54088 -3.08830 -0.12 0.01 -0.01
O -2.19991 -1.14877 -2.68735 0.06 0.03 0.00
C -3.32773 -1.44953 -2.52504 -0.03 0.14 -0.07
O -4.06907 -1.12718 -1.42386 -0.10 -0.17 -0.11
C -5.42072 -1.53971 -1.66383 -0.09 0.06 0.25
C -5.23650 -2.61512 -2.71022 -0.07 0.21 -0.24
F -6.28008 -2.66698 -3.57111 0.06 -0.01 -0.01
O -4.08240 -2.17456 -3.40132 0.04 -0.18 0.34
H -5.99697 -0.69757 -2.04935 -0.01 -0.06 -0.13
H -5.88417 -1.90493 -0.75033 0.18 0.02 0.09
H -5.05657 -3.61339 -2.30728 -0.09 -0.05 -0.07
```
Positions in Å, forces in eV/Å.

Summary:
- Molar mass: 553.25 g mol⁻¹
- E: -71047.5078 eV
- HOMO energy: -7.42 eV
- Multiplicity: 1
- Kohn-Sham gap: 7.764 eV
- SMILES: CCSCP(C[C@H]1CO1)B(O)N(C)C.O=C1OC[C@@H](F)O1.O=C1OC[C@@H](F)O1.O=C1OC[C@@H](F)O1

Löwdin population analysis, charges in e, atoms 1 to 2: C -0.1515; C -0.5538

=====

No. 4
A molecular structure, C4H10BeClO2PS at a distorted geometry, computed with ωB97M-V/def2-TZVPD.

Geometry as XYZ:
```
20
Properties=species:S:1:pos:R:3:forces:R:3
O -2.19774 2.63345 0.89267 -0.78 -0.82 -0.55
S -1.12320 1.56641 1.14562 -3.22 -2.24 0.39
O -1.88691 0.30928 1.47203 2.36 2.61 -0.64
Cl 0.07569 2.19532 2.68506 -1.02 -0.40 -1.40
C -0.11507 1.37960 -0.40081 1.01 0.53 -0.93
C -0.53156 0.13016 -1.28579 -0.09 -0.45 0.13
C 0.39297 -1.14921 -1.12512 -0.40 -0.09 0.15
C 0.61127 -1.63564 0.37918 0.56 -0.01 -0.45
P 2.45779 -2.00558 0.70610 -0.86 -0.35 0.10
H -0.26741 2.32923 -1.00339 -0.09 -0.87 1.08
H 0.97818 1.39321 -0.09853 -1.29 -0.21 -0.13
H -0.46247 0.44395 -2.37470 -0.14 -0.16 1.36
H -1.60836 -0.16119 -1.07617 1.22 0.38 -0.24
H 1.38858 -0.95350 -1.62981 -1.24 -0.19 0.46
H -0.14311 -1.99264 -1.66098 0.88 1.04 0.40
H 0.07244 -2.60874 0.53840 0.40 1.09 0.06
H 0.30474 -0.89643 1.17024 0.19 -0.81 -0.70
H 3.22278 -1.78356 -0.48538 -0.33 0.33 0.59
H 2.90373 -1.15275 1.75808 0.00 0.00 -0.66
Be -4.07233 1.95863 0.39331 2.84 0.60 0.99
```
Positions in Å, forces in eV/Å.

Summary:
- Molar mass: 197.63 g mol⁻¹
- E: -41428.1187 eV
- HOMO energy: -14.69 eV
- Multiplicity: 1
- Kohn-Sham gap: 1.972 eV
- Total charge: +2

Löwdin population analysis, charges in e, atoms 1 to 2: O -0.4616; S 0.4745

=====

No. 5
5 unconnected molecules or ions with the total composition C23H40N6O5 at a distorted geometry, computed with ωB97M-V/def2-TZVPD.

Geometry as XYZ:
```
74
Properties=species:S:1:pos:R:3:forces:R:3
C 1.45840 -2.46187 2.85456 -0.19 -0.43 -0.47
C 0.68732 -2.03007 1.59504 0.33 0.20 0.88
O -0.14058 -3.10786 1.16929 -0.15 -0.03 0.05
C -0.14480 -0.75211 1.96320 -0.73 -0.42 -1.20
C -1.47949 -1.09978 2.60810 0.69 0.21 -0.34
C -1.68182 -0.90577 4.01417 0.55 0.16 0.53
N -2.77624 -1.18906 4.67704 0.42 -0.13 -1.47
C -3.73309 -1.71012 3.84776 -1.15 -0.24 0.88
C -4.97578 -2.10803 4.42437 -0.04 -0.03 0.53
C -5.97341 -2.63448 3.67363 -0.82 -0.41 -0.96
C -5.82774 -2.78608 2.25808 0.32 0.19 0.35
C -4.64804 -2.41502 1.69367 0.20 0.08 -0.46
C -3.58006 -1.87633 2.46440 0.14 -0.20 -0.58
N -2.41757 -1.55936 1.81544 -0.28 0.29 0.91
H 2.24835 -1.73092 3.06952 -0.26 -0.24 0.11
H 1.91032 -3.44786 2.69665 0.08 0.36 0.02
H 0.76211 -2.56999 3.70356 0.22 0.24 -0.22
H 1.37244 -1.79619 0.76507 -0.02 0.19 0.45
H 0.01473 -3.30051 0.24026 0.02 0.16 0.13
H 0.44079 -0.02691 2.53788 -0.06 -0.28 -0.12
H -0.40664 -0.29197 0.99324 0.08 0.13 0.44
H -0.84720 -0.48574 4.58752 -0.26 -0.12 -0.17
H -5.14990 -2.02282 5.49889 0.41 0.15 -0.28
H -6.91578 -2.95350 4.12191 0.31 0.16 0.05
H -6.60276 -3.17642 1.60002 -0.02 0.01 0.46
H -4.48914 -2.52446 0.61834 0.06 0.07 0.33
C -0.52853 3.27988 -1.46936 -0.21 -0.08 0.80
N -0.01446 2.87837 -0.16523 0.23 -0.29 -0.18
C 1.19858 2.34753 0.13116 0.05 -0.01 0.23
C 2.16260 2.13117 -1.00930 0.00 -0.05 0.03
O 1.48295 2.05789 1.28709 0.04 -0.03 -0.02
H -0.77983 4.33446 -1.43518 -0.01 -0.02 -0.22
H -1.43525 2.70612 -1.67633 0.00 0.09 -0.23
H 0.19067 3.11026 -2.26050 0.04 0.01 0.07
H -0.60919 2.99645 0.64039 0.01 0.03 -0.02
H 3.08191 1.70321 -0.61863 -0.07 0.01 0.10
H 1.74123 1.43768 -1.74086 0.07 0.09 -0.12
H 2.39847 3.08137 -1.49082 -0.07 -0.06 -0.12
C -2.91184 6.17311 -6.35828 -0.27 0.04 0.45
N -2.40482 5.78560 -5.05488 0.26 -0.09 -0.14
C -1.19072 5.26001 -4.74720 -0.05 0.01 0.22
C -0.21805 5.03594 -5.87815 0.06 -0.03 0.04
O -0.91394 4.98441 -3.58860 -0.02 0.15 -0.37
H -3.16632 7.23410 -6.33860 0.00 0.00 -0.21
H -3.81497 5.59916 -6.57249 0.02 0.06 -0.20
H -2.18250 5.99572 -7.14133 0.03 -0.02 0.06
H -3.00435 5.90895 -4.25383 0.00 0.01 -0.03
H 0.69974 4.61453 -5.47770 -0.07 0.01 0.09
H -0.63380 4.33521 -6.60343 0.03 0.10 -0.10
H 0.01906 5.98143 -6.36784 -0.05 -0.07 -0.12
C -2.25978 -1.23765 -2.05800 0.25 0.35 0.41
N -0.92650 -0.70799 -2.29271 0.04 -0.22 -0.26
C -0.01506 -1.08564 -3.22439 0.15 0.22 0.11
C -0.39652 -2.20338 -4.16386 0.07 -0.01 -0.05
O 1.07152 -0.52790 -3.28491 0.00 -0.04 -0.07
H -2.97944 -0.42484 -2.17306 -0.18 -0.16 0.00
H -2.30377 -1.61206 -1.03256 -0.23 -0.06 -0.03
H -2.50938 -2.03861 -2.74654 0.11 0.04 -0.06
H -0.60500 0.04284 -1.69981 -0.05 -0.01 0.04
H 0.42881 -2.38976 -4.84541 0.04 0.09 0.07
H -0.59803 -3.11801 -3.60440 -0.14 0.00 -0.07
H -1.27400 -1.92465 -4.74894 -0.07 -0.12 0.06
C 6.77959 -1.25425 4.41498 -0.48 0.24 -0.07
N 5.62138 -1.84557 3.77235 0.19 -0.26 -0.04
C 5.50662 -3.08097 3.21364 -0.25 0.03 -0.07
C 6.71965 -3.97879 3.24833 0.00 -0.05 -0.02
O 4.45348 -3.43198 2.70782 0.18 -0.08 -0.02
H 6.52206 -0.99743 5.44411 0.21 0.02 0.04
H 7.05292 -0.34113 3.88317 0.19 0.00 0.10
H 7.62647 -1.93230 4.41794 -0.05 -0.04 -0.03
H 4.77670 -1.29812 3.71506 0.03 0.02 0.00
H 6.47485 -4.92204 2.76827 -0.11 0.07 -0.01
H 7.54828 -3.51890 2.70787 0.08 -0.02 0.13
H 7.01411 -4.18017 4.27937 0.13 0.05 -0.04
```
Positions in Å, forces in eV/Å.

Summary:
- Molar mass: 480.61 g mol⁻¹
- E: -43679.3606 eV
- HOMO energy: -8.74 eV
- Multiplicity: 1
- Kohn-Sham gap: 9.046 eV
- SMILES: C[C@@H](O)Cc1cnc2ccccc2n1.CNC(C)=O.CNC(C)=O.CNC(C)=O.CNC(C)=O

Löwdin population analysis, charges in e, atoms 1 to 2: C -0.0479; C -0.3964